Formula: C18H55N20O15P
Source: the OMol25 dataset
Level of theory: ωB97M-V/def2-TZVPD

## Properties
multiplicity = 1
SMILES string = CC(=O)NCCCCO[P@](=O)(O)ON(C)C(C)=O.NC(N)=O.NC(N)=O.NC(N)=O.NC(N)=O.NC(N)=O.NC(N)=O.NC(N)=O.NC(N)=O.NC(N)=O
energy = -89369.295 eV
HOMO = -8.9 eV
HOMO-LUMO gap = 9.308 eV

Each line ends with the Mulliken charge.
Geometry (Å):
C 2.88699 -1.81549 0.26549  -0.708
C 1.66169 -2.67663 -0.34348  0.544
O 1.72881 -3.91897 -0.21381  -0.627
N 0.58901 -1.91730 -0.92865  -0.017
C -0.34615 -2.71950 -1.76345  -0.334
C -1.79932 -2.67593 -1.04343  -0.622
C -1.86420 -1.34214 -0.12923  0.304
C -3.38806 -1.02240 0.34507  -0.543
O -3.43869 -0.47340 1.69840  -0.378
P -2.71531 1.04717 1.81410  0.898
O -3.76914 1.99140 2.43231  -0.733
O -2.26887 1.72092 0.32804  -0.422
O -1.44510 0.94796 2.95114  -0.219
N -0.23293 0.63961 2.36177  0.463
C 0.37256 -0.57727 3.03149  -0.774
C 0.70409 1.76403 2.69199  0.435
C 0.93878 3.01587 1.72130  -0.988
O 1.39059 1.75618 3.75093  -0.632
H 3.82727 -1.88485 -0.36665  0.308
H 2.60210 -0.69776 0.29885  0.028
H 3.08823 -2.09704 1.36021  0.258
H 0.89816 -1.04741 -1.37142  0.305
H 0.00540 -3.76221 -2.02552  -0.026
H -0.46836 -2.16404 -2.76375  0.261
H -2.01811 -3.62403 -0.45639  0.373
H -2.61534 -2.58421 -1.84855  0.199
H -1.26734 -1.43846 0.83518  -0.396
H -1.55966 -0.45225 -0.77559  0.259
H -3.89279 -2.05578 0.40666  0.451
H -3.95497 -0.39722 -0.43875  0.405
H -1.74494 2.53958 0.49991  0.321
H -0.10832 -1.53771 2.65062  0.291
H 0.20860 -0.52260 4.15539  0.311
H 1.47202 -0.57607 2.73685  0.103
H 1.76416 3.69562 2.13510  0.247
H 1.31394 2.59218 0.72296  0.322
H -0.06331 3.55110 1.63372  0.326
N 0.84088 3.04986 6.60213  -0.312
C 1.05940 2.21063 7.64422  0.622
N 0.59628 2.65487 8.84044  -0.400
O 1.62887 1.13695 7.51909  -0.699
H 0.37553 3.93459 6.68588  0.145
H 1.17124 2.75371 5.69505  0.223
H 0.74053 2.05795 9.63830  0.248
H 0.12626 3.53196 8.96696  0.154
N -5.41709 -0.03191 -4.02726  -0.388
C -5.85437 -0.62124 -2.88350  0.529
N -7.17287 -0.92841 -2.86991  -0.304
O -5.11258 -0.85562 -1.93862  -0.586
H -6.00740 0.16943 -4.81292  0.157
H -4.44171 0.21147 -4.07406  0.228
H -7.53660 -1.36884 -2.03462  0.237
H -7.79655 -0.74382 -3.63362  0.127
N 1.67609 -5.83468 -3.75981  -0.333
C 0.86710 -5.38661 -4.75427  0.656
N 1.01276 -6.02884 -5.93967  -0.406
O 0.06824 -4.47361 -4.59283  -0.607
H 2.33704 -6.58102 -3.87127  0.157
H 1.59722 -5.38170 -2.86257  0.206
H 0.42773 -5.72324 -6.70281  0.217
H 1.66095 -6.77884 -6.09352  0.138
N 5.60459 2.98458 0.35126  -0.412
C 4.30441 3.37788 0.43357  0.552
N 4.11892 4.71309 0.49968  -0.167
O 3.37551 2.57529 0.44617  -0.651
H 6.38170 3.61967 0.33982  0.125
H 5.78143 1.99459 0.30184  0.236
H 3.17001 5.04069 0.56150  0.178
H 4.87005 5.39064 0.48953  0.187
N 6.08961 4.18801 -4.56796  -0.406
C 5.73449 4.17663 -3.25674  0.583
N 5.51580 2.94284 -2.73759  -0.282
O 5.62183 5.19898 -2.59638  -0.619
H 6.18779 3.36114 -5.12767  0.152
H 6.26063 5.08586 -4.98887  0.233
H 5.24921 2.89346 -1.76411  0.197
H 5.60413 2.09205 -3.26240  0.164
N -2.64294 -4.00483 -7.56280  -0.361
C -2.21373 -4.94040 -8.44495  0.672
N -3.18683 -5.75037 -8.93443  -0.389
O -1.04077 -5.04663 -8.77391  -0.662
H -3.59968 -3.90116 -7.27923  0.159
H -1.94889 -3.38561 -7.17653  0.214
H -2.90638 -6.45812 -9.59248  0.219
H -4.15416 -5.68025 -8.67762  0.161
N 1.95105 -3.74114 8.85536  -0.380
C 2.10518 -2.40323 8.66245  0.581
N 1.58403 -1.93432 7.50158  -0.266
O 2.66888 -1.68409 9.47309  -0.644
H 1.49202 -4.35043 8.20387  0.157
H 2.32457 -4.12768 9.70573  0.222
H 1.67719 -0.94361 7.31950  0.268
H 1.11839 -2.51173 6.82615  0.134
N -10.25352 -1.35098 0.50270  -0.375
C -9.81710 -2.27371 -0.38911  0.636
N -10.78460 -3.07887 -0.89518  -0.390
O -8.64165 -2.37266 -0.71227  -0.735
H -11.21228 -1.25291 0.78173  0.165
H -9.56324 -0.73493 0.90046  0.233
H -10.49828 -3.77732 -1.56084  0.224
H -11.75376 -3.01458 -0.64339  0.163
N 7.41719 7.63156 0.37932  -0.346
C 6.11930 8.01355 0.46818  0.677
N 5.92476 9.35291 0.53752  -0.442
O 5.19436 7.21258 0.48427  -0.677
H 8.18866 8.27280 0.36451  0.173
H 7.60223 6.64435 0.32504  0.172
H 4.97369 9.67546 0.60427  0.216
H 6.66772 10.02697 0.52577  0.153

Forces on the atoms, in the same order (eV/Å):
-1.0510 1.2171 0.1383
1.2728 -0.3585 0.7355
-0.9636 2.9809 -0.7237
2.5287 -2.7046 -0.2357
-1.8707 0.8984 -0.6863
0.0912 0.6606 -0.2580
-1.6928 -0.0520 -0.1672
0.4027 -2.0918 -1.6394
2.5554 2.7048 -1.3995
-4.6312 2.6412 2.3120
3.1811 -2.4717 -1.3554
0.5949 -1.4574 2.2116
-2.5147 0.4102 -1.5937
3.5620 -0.5816 -0.0163
-0.3495 -0.4841 -0.0263
2.6425 1.9732 2.7780
-0.7397 -1.3637 -0.0360
-2.5371 -0.4632 -3.4955
-1.2338 -0.2802 0.8058
0.4118 -1.5878 -0.1470
-0.2516 0.0225 -1.8271
-0.0953 -0.4837 0.5691
-0.2836 1.3754 0.6675
0.2716 -0.8764 1.4450
0.3806 1.2492 -0.5226
1.1743 -0.1920 1.1720
-0.4695 0.1877 -1.5481
0.0524 -1.2181 1.1097
0.4214 1.7747 0.1054
1.0003 -0.8944 1.7135
-0.5581 -0.7951 -0.0282
0.4746 1.4172 0.3029
0.5069 0.0083 -1.3738
-1.4916 -0.1016 0.6186
-1.5012 -1.2130 -0.3813
-0.8576 0.8402 1.4369
1.2762 -0.4613 -0.0646
0.1354 0.1380 -0.6321
0.0729 -0.1562 -0.2127
-0.1077 -0.0685 0.7836
-0.0626 -0.0215 -0.0275
0.0149 -0.0939 0.0554
-0.0772 -0.0034 0.0760
-0.0070 0.0792 -0.1400
0.0407 -0.0699 -0.0654
0.6301 0.3018 -0.4909
-0.2569 -0.1224 0.2106
-0.2757 -0.1804 0.3304
-0.1404 0.0042 -0.5037
0.0091 -0.0163 0.0997
-0.1743 -0.0193 0.0002
-0.1061 -0.0726 -0.0357
0.1160 0.0211 0.0230
0.1946 0.0925 0.6614
-0.1426 0.1262 -0.0407
-0.2253 -0.0461 -0.6316
0.0478 -0.0320 -0.0062
-0.0707 0.0551 -0.0172
0.0731 -0.1060 -0.0690
0.0734 -0.0392 -0.0325
-0.0414 0.0695 0.0570
0.5668 -0.6737 -0.1388
-0.6798 0.7205 0.3077
-0.0574 -0.3495 0.1726
0.5483 -0.4052 -0.3484
-0.1193 0.0358 -0.0074
0.0068 0.1540 0.1795
0.1916 0.0302 -0.0911
-0.2868 0.1484 -0.1416
0.2306 0.3240 -0.6758
-0.1044 0.1795 0.2911
-0.1400 -0.4242 0.3871
0.1402 -0.0750 -0.0542
-0.0364 0.0490 0.0692
-0.0378 -0.1601 0.0648
0.0932 -0.0149 -0.2587
-0.0377 0.1062 -0.0320
0.0900 0.5343 0.2755
0.2529 0.1090 0.0698
-0.2593 -0.5427 -0.4344
0.0149 -0.1123 0.0863
0.0806 -0.0572 0.0017
-0.0948 -0.1611 0.0491
-0.0554 0.1197 0.1157
0.0918 0.0183 0.0096
0.0550 -0.8135 0.4103
0.1128 0.5675 0.0114
-0.0597 0.4418 -0.4077
-0.0505 -0.2645 0.0227
0.0324 0.0880 0.0283
-0.0684 0.0715 -0.1559
-0.0624 0.0522 0.0974
0.0533 -0.0251 0.1127
0.1243 0.4875 0.3620
0.1705 0.0757 0.0557
-0.2138 -0.5031 -0.4391
-0.0921 0.0007 -0.0950
0.0717 -0.0383 -0.0284
-0.1040 -0.1006 -0.0393
-0.0531 0.0974 0.1316
0.0891 0.0097 0.0168
0.4115 -0.4588 0.0336
-0.0561 -0.0806 -0.0658
-0.4356 0.4825 0.0559
0.1924 0.2542 0.1218
-0.0818 -0.0322 -0.0097
0.0123 0.1910 -0.0723
0.1620 -0.0400 -0.0205
-0.0374 -0.0855 -0.0115